Record 1
A structure of composition C30H75N5O14SSn2. Source: the Open Molecules 2025 dataset; level of theory: the ωB97M-V functional and the def2-TZVPD basis.

Values from the calculation:
Highest occupied orbital energy (eV): -12.03
E (Eh): -3341.16730
Frontier orbital gap (eV): 5.862
Charge: +2

Cartesian coordinates (Å):
H1 -3.81521 0.94998 -1.94042
H2 1.12388 2.58803 -5.39820
O1 0.41266 5.05599 4.26474
C1 1.87211 0.93673 3.15548
O2 1.67768 3.26081 -3.50935
H3 -5.21854 2.22664 1.42381
H4 3.95365 -2.97684 -0.39957
H5 4.64570 0.27217 1.91688
H6 0.84657 -2.69877 2.73361
S1 -0.32564 0.70745 -0.18653
H7 0.93554 0.40943 3.39174
C2 -2.95775 -1.92760 4.89932
H8 -5.21625 -4.38726 2.31267
H9 -0.99685 -3.42624 4.00188
H10 -1.55406 0.76456 -5.61210
C3 5.23397 0.70582 -4.98128
H11 5.96657 0.69673 3.06432
H12 7.02818 0.80109 -3.84350
C4 -6.50060 0.63934 1.67611
O3 -4.70688 -2.56387 3.24553
C5 -0.06747 -2.11614 2.56816
O4 0.73744 -0.30212 -0.07995
O5 -4.86817 0.78420 -0.07808
C6 6.01323 0.39911 -3.72889
C7 -0.93881 -3.52694 0.75580
H13 5.77484 -1.75400 -1.61684
H14 -5.50042 0.97511 3.34621
C8 6.12460 0.40007 -1.30964
H15 0.27099 -1.10433 2.80850
H16 -5.05974 -4.47045 3.95113
H17 6.24011 -0.66352 -3.63254
H18 -1.01348 -1.63963 -4.20471
H19 3.24867 3.78108 -4.78926
H20 -7.53320 -0.73547 3.44744
H21 0.39266 2.58511 4.67817
H22 -3.21340 1.93317 -0.75478
H23 -0.29795 6.97807 4.21070
H24 -4.85144 -4.19071 0.11967
C9 -1.83859 -3.30846 -0.47759
H25 5.08809 -0.87878 3.21783
C10 -4.24765 -3.61900 -0.58881
H26 2.49057 4.66286 4.28207
H27 -7.45643 1.01839 2.04037
Sn1 -2.88926 -0.65215 1.73000
H28 1.91264 0.52074 2.14180
C11 -4.58609 -3.96491 3.10384
H29 -0.98450 -3.49886 -7.09924
H30 3.93763 -2.17466 1.10533
H31 0.04268 -3.90820 0.45831
H32 -6.57582 2.11942 0.16813
Sn2 2.34279 0.56228 -2.32135
H33 5.67089 0.30970 -5.89701
H34 1.46007 6.80981 4.52074
H35 1.64294 4.53097 5.82962
C12 5.55318 -0.95365 -0.90581
H36 -4.85650 -2.80018 -0.97354
C13 5.01754 0.17593 2.94289
H37 1.96539 2.38888 5.29288
O6 0.21751 1.89130 -0.91415
C14 0.46931 6.38281 4.70523
H38 -6.29404 -2.31630 1.97563
H39 -4.72486 2.40306 -1.41520
H40 -0.39059 -2.02686 4.69884
C15 3.45641 -0.30262 -6.10482
H41 -3.54972 -4.21951 2.89155
H42 -3.94599 -2.22340 4.55379
N1 5.50680 1.02063 -2.50433
H43 7.19495 0.25688 -1.48531
C16 0.75540 3.19091 -4.56289
H44 -6.63542 -0.23053 1.02729
H45 0.53024 4.12826 -5.08081
H46 3.26629 0.43568 -6.88248
C17 -0.63606 0.44650 -5.11086
C18 1.53820 4.38464 4.75134
H47 -1.39752 -3.50687 -5.38560
C19 -6.44956 -0.85665 3.50503
O7 -3.11531 -3.00402 0.00799
O8 -1.43261 0.17407 -1.00816
N2 1.77850 2.35372 3.12583
H48 0.14763 0.86664 -5.74675
H49 -3.97979 -4.35815 -1.34329
H50 5.67184 2.01658 -2.55927
C20 -0.90832 -2.35062 3.78890
O9 4.22097 -0.83770 -0.46968
O10 -0.86009 1.14403 1.11818
C21 -5.78220 1.61608 0.71496
H51 6.06238 -1.26334 0.01468
C22 -0.42423 -1.03876 -4.90631
H52 -1.67314 -4.04715 -1.26435
O11 -0.81288 -1.70643 -6.10257
N3 -0.36783 1.15023 -3.85584
H53 6.05624 1.09336 -0.47163
C23 -0.51112 2.62663 -3.89106
H54 4.07279 -1.11308 -6.51370
C24 2.92535 3.89254 -3.75250
H55 5.21327 1.79570 -5.08812
H56 -0.91440 0.72748 -3.11107
H57 2.78678 4.96198 -3.57527
H58 -2.92299 -0.97471 5.42601
H59 2.71378 2.73805 3.02165
H60 -0.60395 3.11479 -2.92211
H61 -1.49925 -2.40680 -0.99858
H62 2.60843 -0.99666 -6.12667
C25 -0.69679 -3.10766 -6.12278
H63 -1.44297 2.91307 -4.38731
N4 -0.70578 -2.18960 1.24869
O12 -2.18624 -1.76574 3.67981
C26 3.62224 -2.04727 0.06835
H64 -0.01657 -1.68029 0.70650
C27 -4.17235 1.52241 -1.08532
H65 0.63843 -1.17243 -4.66501
N5 -5.66239 0.14899 2.77859
H66 -6.21642 -0.76097 4.56758
C28 -6.09455 -2.27769 3.05046
H67 2.54691 -1.93297 -0.04206
H68 2.86775 -0.83132 3.71040
O13 3.91503 0.19780 -4.85490
O14 4.12868 0.88792 3.77939
H69 -2.45584 -2.70278 5.47608
H70 -1.46891 -4.04131 1.55741
H71 -6.79806 -2.91533 3.58866
H72 0.36282 -3.37842 -6.09396
H73 2.66672 0.24729 5.10330
H74 0.30090 6.55025 5.77553
C29 2.90939 0.21071 4.04110
H75 3.61583 3.51732 -2.99757
C30 1.42821 2.86872 4.46678

Atomic partial charges in e from the Löwdin method, atoms 1 to 6:
1. H 0.08
2. H 0.11
3. O -0.16
4. C -0.26
5. O -0.28
6. H 0.13

***

Record 2
A structure of composition C30H76AsBF6N4Na2O2. Source: the Open Molecules 2025 dataset; level of theory: the ωB97M-V functional and the def2-TZVPD basis.

Values from the calculation:
Highest occupied orbital energy (eV): -8.59
E (Eh): -4742.66313
Frontier orbital gap (eV): 8.712

Cartesian coordinates (Å):
H1 11.60842 19.40460 -17.15304
H2 10.28037 17.91611 -21.22315
C1 6.59766 16.55429 -15.11494
N1 6.47331 15.10496 -15.17031
C2 5.70996 14.54829 -14.05347
C3 7.32835 17.08595 -13.85425
H3 10.53149 18.56448 -19.02032
C4 10.98413 22.50328 -18.25381
H4 9.83179 20.03158 -19.47917
H5 10.06227 13.09472 -20.37484
H6 11.30022 16.06544 -11.95583
H7 11.59325 19.72781 -19.67000
C5 14.49219 18.09663 -17.51681
H8 10.14305 20.35683 -17.03331
H9 6.80781 12.63288 -16.45182
C6 8.88573 15.51970 -20.82796
H10 8.47355 15.39954 -21.82984
C7 12.02013 14.38243 -13.15152
C8 6.01472 14.66160 -16.46111
H11 12.50602 13.44009 -20.32390
Na1 11.43244 15.01950 -18.40042
N2 11.81303 21.43351 -17.67603
O1 10.92083 14.21165 -13.70246
C9 11.03558 20.19517 -17.63776
H12 9.58389 19.04338 -13.95070
H13 7.61294 18.13037 -13.98196
H14 15.01899 15.62261 -16.47612
H15 14.11731 15.97037 -21.08628
H16 12.51055 17.08688 -17.52435
F1 10.88062 10.61423 -19.07602
H17 14.09794 14.05182 -13.79664
H18 13.06596 16.12873 -12.34072
C10 10.53148 13.72479 -21.13047
N3 10.36471 15.18213 -20.80512
H19 7.17429 16.89000 -15.97686
O2 11.82828 19.28117 -12.39032
C11 13.23624 22.99650 -16.46118
B1 10.09528 15.73829 -16.55016
H20 14.75942 17.91642 -16.47555
F2 10.98266 12.80410 -17.90390
F3 9.39718 11.93364 -16.04799
H21 8.23087 16.50455 -13.66582
C12 12.47663 21.74250 -16.38375
C13 15.05524 15.46791 -19.19458
H22 13.35530 15.21132 -16.27729
H23 12.49494 13.69579 -22.06709
H24 11.57683 17.93938 -22.40345
H25 3.68856 14.54217 -13.12876
H26 8.72740 16.53907 -20.47594
H27 13.46461 12.95118 -12.50189
H28 5.76927 12.82581 -17.71661
H29 13.49010 19.20248 -14.56600
H30 6.10336 14.86822 -13.08859
H31 11.96611 17.49190 -20.73901
H32 14.17489 19.13651 -17.59476
H33 15.87971 15.82080 -18.57504
H34 5.76652 13.46057 -14.01148
H35 13.85882 23.05172 -17.35417
H36 4.19383 16.03041 -13.99953
H37 10.65759 15.91109 -22.82922
H38 10.11731 23.40471 -16.45915
H39 12.40782 15.11717 -11.08649
H40 5.64688 17.08098 -15.19688
H41 15.57109 13.60436 -17.59227
H42 12.65846 23.92077 -16.46084
H43 14.85143 17.27190 -20.24447
H44 12.89271 17.55317 -14.90874
C14 9.74481 23.01837 -17.40789
H45 10.66950 18.77510 -15.37747
C15 8.00620 14.59503 -19.94770
H46 9.28721 15.21591 -17.03841
H47 13.88832 12.99075 -17.59186
H48 13.86686 23.12892 -15.58204
H49 12.08670 15.65955 -21.91784
C16 11.95019 13.24047 -21.24003
C17 4.18967 14.94047 -14.01099
H50 11.90050 12.17098 -21.44458
H51 9.97200 13.51859 -22.04290
H52 3.66739 14.70462 -14.93818
H53 8.36455 14.62995 -18.91888
C18 5.85778 13.12029 -16.67087
H54 14.68557 13.24765 -16.09568
H55 6.95044 14.86477 -19.92123
C19 10.73179 19.63585 -19.00853
H56 10.61810 22.32264 -19.26451
C20 12.21702 15.49186 -12.09213
C21 15.01147 16.22931 -20.51925
H57 13.70775 17.92593 -13.39587
F4 11.66178 10.83015 -16.62168
C22 10.49337 18.57059 -14.32141
C23 11.04827 15.97400 -21.81358
F5 9.53771 9.62470 -17.18908
N4 13.87053 15.71923 -18.28696
H58 6.68535 16.98126 -12.98035
C24 13.43976 17.11464 -18.09346
H59 10.92912 15.10957 -16.27876
H60 12.91630 12.78527 -14.16961
C25 13.01587 18.31759 -14.14154
C26 11.74504 18.74149 -13.49756
H61 5.10468 12.68551 -16.01369
C27 13.23757 13.50252 -13.41434
H62 15.83662 16.13265 -21.22485
C28 14.18376 15.13811 -16.98184
H63 8.02384 13.57410 -20.32912
H64 6.74543 14.99118 -17.19971
C29 14.59885 13.65674 -17.10227
H65 10.41617 16.54183 -17.19483
H66 5.02256 15.03255 -16.71823
As1 10.16621 11.23231 -17.50209
C30 11.20665 17.42289 -21.51783
H67 9.23749 23.84355 -17.90769
H68 9.00477 22.24965 -17.18541
H69 11.74801 21.84193 -15.57919
H70 13.11584 17.43462 -19.08380
F6 8.69056 11.67765 -18.44405
Na2 8.82780 14.19772 -15.14128
H71 13.20330 20.95624 -16.17918
H72 9.68246 16.18610 -15.65950
H73 11.64495 23.34562 -18.45845
H74 15.42625 17.95623 -18.06079
H75 15.16375 14.43891 -19.53733
H76 10.28857 17.50130 -14.37416

Atomic partial charges in e from the Löwdin method, atoms 1 to 6:
1. H 0.09
2. H 0.06
3. C -0.23
4. N -0.21
5. C -0.23
6. C -0.06

***

Relative energy (zero: lowest compared OMol25 entry of this formula, charge and spin) in eV, matching the order above: 1.489 0.000
Molecular weight in u, matching the order above: 999.44 770.67